[1]
This record from OMol25 describes 6 unconnected molecules or ions with the total composition C27H30N2O18 in a non-equilibrium geometry. The level of theory is the ωB97M-V functional and the def2-TZVPD basis.

XYZ file:
```
77
Properties=species:S:1:pos:R:3:mulliken_charge:R:1
C -0.517 -2.497 2.479 -1.304
C -0.850 -1.553 1.359 0.706
C -2.298 -1.279 1.085 -1.021
N 0.127 -1.052 0.684 -0.239
C 0.255 0.274 0.532 1.060
C 0.161 1.314 1.387 -0.330
C -0.176 1.268 2.812 0.497
C 0.753 1.086 3.812 -0.072
C 0.349 1.048 5.114 -0.495
N -0.889 1.132 5.602 -0.525
C -1.747 1.286 4.594 -0.893
C -1.478 1.377 3.260 0.213
C 0.477 2.544 0.619 -0.156
O 0.326 3.697 0.924 -0.567
O 1.049 2.144 -0.617 -0.236
C 0.626 0.870 -0.814 -0.073
O 0.526 0.281 -1.855 -0.549
H -0.229 -3.447 2.024 0.329
H 0.319 -2.138 3.065 0.312
H -1.415 -2.687 3.062 0.518
H -2.476 -1.275 0.012 0.037
H -2.683 -0.377 1.549 0.156
H -2.884 -2.104 1.486 0.575
H 1.799 0.973 3.569 0.490
H 1.129 0.936 5.861 0.401
H -2.791 1.345 4.886 0.397
H -2.283 1.534 2.562 0.662
O -4.522 -2.820 -1.383 -0.548
C -3.851 -2.475 -2.300 0.726
O -3.311 -3.312 -3.214 -0.349
C -2.773 -2.512 -4.279 -0.083
C -2.530 -1.187 -3.596 0.088
O -3.523 -1.184 -2.565 -0.363
H -1.866 -2.949 -4.677 0.025
H -3.513 -2.444 -5.077 0.231
H -1.541 -1.126 -3.135 0.067
H -2.662 -0.337 -4.262 0.259
O -0.735 -3.692 -6.424 -0.574
C 0.356 -3.224 -6.390 0.674
O 1.499 -3.939 -6.267 -0.320
C 2.598 -3.051 -6.497 -0.340
C 2.002 -1.702 -6.164 -0.096
O 0.619 -1.896 -6.468 -0.302
H 3.443 -3.310 -5.864 0.303
H 2.901 -3.129 -7.543 0.271
H 2.099 -1.450 -5.106 0.078
H 2.420 -0.895 -6.759 0.317
O 0.734 4.134 -6.754 -0.521
C 0.539 3.706 -5.666 0.560
O -0.690 3.560 -5.105 -0.378
C -0.535 2.807 -3.899 -0.051
C 0.907 3.064 -3.536 0.160
O 1.511 3.294 -4.814 -0.374
H -1.231 3.149 -3.137 0.348
H -0.730 1.754 -4.111 0.044
H 1.031 3.957 -2.921 0.220
H 1.368 2.223 -3.036 0.039
O 2.056 -4.004 1.724 -0.529
C 2.731 -3.674 0.805 0.658
O 3.264 -4.530 -0.102 -0.340
C 3.810 -3.752 -1.169 -0.250
C 4.068 -2.421 -0.502 -0.301
O 3.076 -2.394 0.525 -0.264
H 4.714 -4.214 -1.560 0.301
H 3.070 -3.684 -1.970 0.211
H 5.056 -2.369 -0.040 0.256
H 3.949 -1.577 -1.178 0.255
O 0.144 5.365 10.649 -0.509
C -0.405 4.889 9.714 0.644
O -1.359 5.518 8.979 -0.337
C -1.610 4.725 7.816 -0.328
C -1.173 3.349 8.258 0.123
O -0.168 3.642 9.233 -0.341
H -2.661 4.767 7.538 0.313
H -1.010 5.110 6.989 0.276
H -1.978 2.789 8.738 0.222
H -0.766 2.754 7.445 -0.060
```

## Properties
HOMO: -9.54 eV
LUMO: -0.99 eV
SMILES: CC(C)=NC1=C(c2ccncc2)C(=O)OC1=O.O=C1OCCO1.O=C1OCCO1.O=C1OCCO1.O=C1OCCO1.O=C1OCCO1

[2]
This record from OMol25 describes 8 unconnected molecules or ions with the total composition C14H27F4N3O14 in a non-equilibrium geometry. The level of theory is the ωB97M-V functional and the def2-TZVPD basis.

XYZ file:
```
62
Properties=species:S:1:pos:R:3:mulliken_charge:R:1
N -2.167 -1.324 -2.710 -0.213
H -3.012 -0.788 -2.844 0.383
H -1.709 -1.162 -1.825 0.213
H -1.533 -1.195 -3.485 0.355
H -2.314 -2.323 -2.740 0.392
N -0.283 -4.494 -0.507 -0.228
H -1.153 -4.672 -0.988 0.362
H -0.322 -3.550 -0.149 0.001
H 0.514 -4.591 -1.119 0.326
H -0.142 -5.178 0.222 0.425
N 2.406 -2.483 -3.180 -0.338
H 2.253 -2.188 -2.226 0.326
H 3.260 -2.075 -3.533 0.417
H 1.671 -2.262 -3.837 0.344
H 2.506 -3.487 -3.213 0.398
C 0.955 0.335 0.338 -0.802
C 0.557 -0.946 -0.397 0.845
O 1.508 -1.678 -0.752 -1.061
O -0.647 -1.308 -0.522 -0.917
H 1.093 1.149 -0.374 0.331
H 1.918 0.258 0.844 0.451
H 0.196 0.656 1.052 -0.095
C -3.582 0.212 3.598 -0.193
C -2.727 0.668 2.497 0.208
O -3.157 1.997 2.285 -0.333
C -4.372 2.054 2.586 0.634
O -5.107 3.043 2.427 -0.594
O -4.694 0.874 3.038 -0.358
F -2.985 -0.019 1.341 -0.271
H -3.326 0.567 4.597 0.295
H -3.648 -0.874 3.652 0.330
H -1.668 0.549 2.727 0.315
C 5.054 2.761 -2.262 -0.551
C 4.218 2.003 -1.248 0.617
O 3.430 3.046 -0.589 -0.274
C 4.111 4.223 -0.841 0.590
O 3.940 5.205 -0.117 -0.522
O 5.021 4.078 -1.787 -0.299
F 4.911 1.343 -0.345 -0.290
H 4.654 2.743 -3.276 0.314
H 6.028 2.299 -2.424 0.344
H 3.617 1.318 -1.846 0.076
C 0.772 -1.515 3.620 -0.692
C 1.424 -2.631 2.817 0.579
O 0.243 -3.450 2.516 -0.401
C -0.891 -2.690 2.678 0.699
O -2.002 -2.986 2.396 -0.513
O -0.579 -1.515 3.153 -0.260
F 2.162 -3.378 3.627 -0.283
H 1.232 -0.538 3.762 0.371
H 0.551 -1.797 4.649 0.385
H 1.934 -2.240 1.936 0.174
C -2.249 2.152 -0.597 0.296
C -1.781 3.640 -0.852 0.243
O -2.000 3.787 -2.297 -0.321
C -2.086 2.519 -2.838 0.541
O -2.103 2.274 -4.036 -0.545
O -1.982 1.600 -1.794 -0.171
F -0.544 3.693 -0.454 -0.231
H -3.313 2.214 -0.367 0.213
H -1.729 1.721 0.259 -0.440
H -2.332 4.359 -0.245 0.399
```

## Properties
net charge: +2
HOMO: -14.64 eV
LUMO: -7.32 eV

[3]
This record from OMol25 describes 2 unconnected molecules or ions with the total composition C3H6ClO2S in a non-equilibrium geometry. The level of theory is the ωB97M-V functional and the def2-TZVPD basis.

XYZ file:
```
13
Properties=species:S:1:pos:R:3:mulliken_charge:R:1
C -0.435 -0.823 -0.121 -1.121
C 0.191 1.613 0.420 -1.015
C -0.480 0.338 0.797 0.219
O -2.958 2.179 -0.129 -0.530
O -3.243 -0.195 -0.427 -0.574
S -3.050 0.905 0.546 0.595
Cl -0.203 -0.122 2.519 -0.350
H -0.547 -1.647 0.533 0.369
H -1.209 -0.829 -0.824 0.346
H 0.664 -1.215 -0.542 0.225
H 1.404 1.606 0.527 0.251
H -0.058 2.522 0.971 0.300
H -0.180 1.750 -0.566 0.285
```

## Properties
net charge: -1
HOMO (alpha / beta): -2.68 / -2.69 eV
LUMO (alpha / beta): 3.66 / 3.66 eV

[4]
This record from OMol25 describes a molecular structure, C28H31BGe2N8PtS. The level of theory is the ωB97M-V functional and the def2-TZVPD basis.

XYZ file:
```
72
Properties=species:S:1:pos:R:3:mulliken_charge:R:1
Pt -0.526 1.167 0.987 2.305
C -0.469 1.188 5.437 -1.217
C -0.691 1.809 4.211 -0.099
N -0.307 1.019 3.219 -0.959
N 0.169 -0.126 3.766 0.529
C 0.072 -0.034 5.107 0.026
B 0.670 -1.233 2.784 -0.282
N 1.717 -0.553 1.836 1.672
C 3.047 -0.728 1.795 -0.175
C 3.600 0.232 0.970 -1.247
C 2.521 0.980 0.517 -0.464
N 1.398 0.498 1.049 -0.831
N -0.567 -1.695 1.950 1.645
C -1.180 -2.889 1.903 -0.074
C -2.304 -2.781 1.109 -1.373
C -2.316 -1.456 0.683 -0.250
N -1.274 -0.819 1.208 -1.472
N 1.324 -2.452 3.393 0.746
C 1.612 -2.902 4.645 -0.229
C 2.221 -4.121 4.531 -0.767
C 2.273 -4.356 3.144 -0.562
N 1.740 -3.362 2.463 -0.976
H -0.671 1.570 6.422 0.457
H -1.104 2.784 4.004 0.412
H 0.380 -0.828 5.757 0.362
H 3.510 -1.531 2.342 0.462
H 4.638 0.358 0.720 0.441
H 2.486 1.830 -0.147 0.541
H -0.771 -3.737 2.426 0.470
H -3.007 -3.557 0.862 0.451
H -3.012 -0.931 0.046 0.534
H 1.391 -2.348 5.536 0.316
H 2.574 -4.750 5.330 0.437
H 2.680 -5.205 2.618 0.476
S -3.002 3.417 1.226 -0.035
C -2.080 2.236 1.039 0.017
C 0.483 -0.865 -4.359 -1.143
Ge 0.547 -0.988 -2.407 0.731
C -0.358 -2.602 -1.784 -0.981
C 2.402 -1.199 -1.848 -1.127
Ge -0.529 1.043 -1.506 -1.022
C 0.490 2.603 -2.095 0.502
C 1.622 2.442 -2.896 0.247
C 2.389 3.536 -3.276 -0.867
C 2.040 4.811 -2.855 -0.522
C 0.925 4.990 -2.048 -0.813
C 0.166 3.893 -1.668 -0.073
C -2.349 1.037 -2.246 0.320
C -3.268 2.064 -2.016 -0.016
C -4.579 1.979 -2.459 -0.955
C -5.005 0.853 -3.151 -0.553
C -4.106 -0.168 -3.411 -0.988
C -2.794 -0.076 -2.961 0.226
H 0.954 -1.766 -4.757 0.527
H 1.033 -0.003 -4.732 0.369
H -0.534 -0.816 -4.744 0.369
H 0.024 -3.449 -2.359 0.561
H -1.439 -2.573 -1.902 0.314
H -0.118 -2.776 -0.735 0.097
H 2.854 -1.967 -2.480 0.577
H 2.443 -1.548 -0.817 0.153
H 2.993 -0.291 -1.944 0.318
H 1.914 1.456 -3.235 0.111
H 3.263 3.391 -3.898 0.438
H 2.637 5.663 -3.153 0.388
H 0.651 5.983 -1.715 0.419
H -0.696 4.053 -1.028 0.117
H -2.957 2.960 -1.499 0.581
H -5.269 2.792 -2.270 0.433
H -6.029 0.778 -3.492 0.391
H -4.424 -1.043 -3.964 0.446
H -2.117 -0.890 -3.179 0.137
```

## Properties
spin multiplicity: 2
net charge: +1
expectation value of S²: 0.75
HOMO (alpha / beta): -11.51 / -11.54 eV
LUMO (alpha / beta): -3.79 / -4.92 eV